{
  "formula": "C5H5FInLiO4",
  "method": "ωB97M-V/def2-TZVPD",
  "elements": ["In", "F", "O", "O", "O", "O", "C", "C", "C", "C", "C", "Li", "H", "H", "H", "H", "H"],
  "coordinates": [[-0.454, -1.539, -0.366], [0.093, -2.142, 1.452], [1.466, 1.916, -1.272], [0.319, 0.259, -0.423], [-2.129, -1.211, 0.439], [1.738, -0.179, -2.104], [-1.939, -1.078, 1.767], [0.689, 2.471, -0.271], [0.082, 1.367, 0.486], [1.246, 0.614, -1.370], [-0.951, -1.805, 2.338], [-3.782, -0.837, -0.276], [-0.671, -1.934, 3.377], [-2.552, -0.481, 2.451], [0.563, 1.105, 1.439], [-1.065, 1.326, 0.855], [0.995, 3.447, 0.095]],
  "atomic_forces_ev_per_a": [[1.5602, -5.4349, -5.2487], [0.7507, -1.6118, 1.9515], [-2.4979, 4.9125, 2.9576], [0.6988, 3.9173, 1.2207], [-3.7101, 2.1043, 0.5617], [-0.9353, 1.9747, 1.3715], [1.2272, -1.8272, 2.7594], [4.0548, -2.6570, -1.2072], [-3.1368, -0.7518, 0.3642], [1.6240, -4.5815, -2.8421], [-0.7599, 2.2693, 0.6353], [-0.8995, -0.2200, -0.1907], [0.0389, -0.0594, -0.1273], [-0.5132, -0.4200, -0.5599], [0.7026, 0.7885, 0.1434], [2.3136, 0.8144, -1.2715], [-0.5183, 0.7825, -0.5178]],
  "mulliken_spin": [0.843, 0.009, -0.001, 0.036, 0.087, 0.013, 0.010, 0.003, 0.009, -0.009, -0.007, -0.002, 0.001, 0.002, 0.002, 0.003, 0.001],
  "total_charge": 3,
  "s2": 0.751,
  "spin_multiplicity": 2,
  "e_homo_ev": [-20.88, -21.49],
  "total_energy_ha": -790.65409,
  "relative_energy_kcal_mol": 71.0
}